Entry from the OMol25 dataset: C19H25N3O3 in the gas phase (ωB97M-V with the def2-TZVPD basis set).

The geometry in XYZ format:
```
50
Properties=species:S:1:pos:R:3
C 1.0759 -1.0072 -5.5575
C 0.2442 -0.5665 -4.3679
H -0.6808 -0.0732 -4.6863
H -0.0267 -1.4215 -3.7373
O 1.0191 0.3500 -3.5969
C 0.3609 0.9599 -2.5919
O -0.8023 0.7413 -2.3262
N 1.1321 1.8647 -1.9439
C 2.5751 1.8315 -2.0252
H 2.8746 1.5488 -3.0332
C 3.1214 0.8423 -0.9854
H 4.1274 1.1384 -0.6892
H 3.1781 -0.1599 -1.4107
C 2.2038 0.7860 0.2560
N 1.1996 -0.2507 0.1421
C 1.3593 -1.4841 0.6662
O 2.3912 -1.8600 1.1817
C 0.0884 -2.3248 0.6014
C -0.7964 -1.8425 1.7069
C -0.7733 -2.2705 3.0036
N -1.6507 -1.5522 3.7668
C -2.2579 -0.6273 2.9655
C -3.2122 0.3356 3.2736
C -3.6515 1.1509 2.2535
C -3.1658 1.0071 0.9510
C -2.2257 0.0524 0.6349
C -1.7458 -0.7764 1.6509
H -1.8877 -0.0504 -0.3859
H -3.5421 1.6574 0.1751
H -4.3903 1.9116 2.4597
H -3.5972 0.4408 4.2772
C -1.8978 -1.7353 5.1672
H -2.9417 -2.0094 5.3432
H -1.2569 -2.5300 5.5446
H -1.6824 -0.8167 5.7195
H -0.1800 -3.0512 3.4404
H 0.3532 -3.3709 0.7543
H -0.4020 -2.2036 -0.3649
H 0.3058 -0.0052 -0.2518
C 1.5195 2.1365 0.4732
H 2.2916 2.8939 0.6134
C 0.6324 2.4907 -0.7340
H -0.3958 2.1550 -0.5861
H 0.6153 3.5762 -0.8823
H 0.9095 2.1038 1.3762
H 2.8126 0.5165 1.1269
H 2.9349 2.8439 -1.8236
H 1.3378 -0.1488 -6.1702
H 1.9913 -1.4840 -5.2174
H 0.5085 -1.7128 -6.1571
```

Output
ΔE to the lowest compared entry with this formula, charge and spin, kJ/mol: 120.6
Structure (SMILES): CCOC(=O)N1CCC(NC(=O)Cc2cn(C)c3ccccc23)CC1
HOMO, eV: -7.667
Spin multiplicity: 1
Lowest unoccupied orbital energy, eV: 0.8
Charge: 0

Mulliken population analysis, charges in e, atoms 1 to 8: number 1, C, carries -1.29; number 2, C, carries -0.14; number 3, H, carries 0.32; number 4, H, carries 0.22; number 5, O, carries -0.36; number 6, C, carries 0.72; number 7, O, carries -0.67; number 8, N, carries 0.14